1.
Molecular formula: C30H57BBrF3N4O5P
Method: DFT, ωB97M-V/def2-TZVPD

Properties
Orbital gap: 7.3 eV
Net charge: +1
HOMO: -10.97 eV
LUMO energy: -3.64 eV

The geometry in XYZ format:
```
102
C30H57BBrF3N4O5P | OMol25 | ωB97M-V/def2-TZVPD
C -0.7854 1.0192 7.5920
O 0.1681 0.8444 6.5779
C -0.3217 0.0676 5.4997
C 0.8208 -0.6753 4.8247
C 0.4525 -1.0013 3.3778
C 1.6432 -1.3046 2.4734
C 1.3326 -1.0583 1.0025
C 0.5710 -2.2082 0.3473
C 0.3088 -1.8717 -1.1203
C -0.2687 -3.0342 -1.9466
C -1.5294 -2.6642 -2.7233
C -1.2719 -1.9021 -4.0372
C -1.9643 -0.5138 -4.1300
C -1.6064 0.3142 -2.9236
C -2.4938 0.5050 -1.8290
C -3.8902 -0.0330 -1.9407
C -4.7955 0.9060 -2.7828
C -5.1991 2.1778 -2.0212
N -4.2700 3.2790 -2.2799
C -2.0244 1.1979 -0.6895
C -2.8174 1.3988 0.5747
C -3.2807 0.1002 1.2787
C -2.5557 -0.1452 2.6047
C -3.3067 -1.1920 3.4276
N -2.7463 -1.3089 4.7866
C -0.7468 1.7322 -0.7341
N 0.0555 1.5929 -1.8057
P 1.6895 2.3105 -1.8758
O 1.8403 2.4743 -0.2844
Br 1.3244 4.3784 -2.5967
C -0.3214 0.8840 -2.8967
B 0.7589 0.7856 -4.1022
O 1.5996 -0.2830 -4.2219
N 0.8354 1.8809 -5.0446
C -0.0968 1.7435 -6.1891
C 2.2069 1.9972 -5.5970
H -1.7289 1.4251 7.2175
H -0.3728 1.7180 8.3121
H -1.0013 0.0867 8.1191
H -0.8245 0.7282 4.7843
H -1.0775 -0.6305 5.8652
H 0.9401 -1.6054 5.3751
H 1.7345 -0.0944 4.8957
H -0.2567 -1.8295 3.3834
H -0.0734 -0.1403 2.9600
H 1.9993 -2.3303 2.5650
H 2.4695 -0.6657 2.7828
H 2.2648 -0.9106 0.4500
H 0.7615 -0.1334 0.8876
H 1.1104 -3.1429 0.4636
H -0.4097 -2.2386 0.8252
H -0.3833 -1.0324 -1.1089
H 1.2589 -1.5646 -1.5623
H 0.4890 -3.4593 -2.6009
H -0.5439 -3.8268 -1.2511
H -2.1984 -2.1391 -2.0440
H -2.0358 -3.5938 -2.9734
H -1.6837 -2.4885 -4.8555
H -0.2089 -1.8193 -4.2312
H -1.6259 -0.0544 -5.0527
H -3.0236 -0.6850 -4.2298
H -4.3706 -0.2143 -0.9893
H -3.8760 -0.9840 -2.4560
H -5.7124 0.3607 -2.9886
H -4.2640 1.1814 -3.6877
H -6.2379 2.4132 -2.2530
H -5.1789 1.9381 -0.9627
H -4.5916 3.8292 -3.0642
H -4.2283 3.8929 -1.4781
H -3.6266 2.0971 0.3962
H -2.1548 1.9063 1.2737
H -4.3443 0.1996 1.4921
H -3.1314 -0.7512 0.6232
H -1.5983 -0.6069 2.3647
H -2.4091 0.7683 3.1735
H -3.1593 -2.1439 2.9202
H -4.3761 -0.9755 3.4113
H -3.3837 -0.8551 5.4310
H -2.8040 -2.2832 5.0584
H -0.3349 2.2953 0.0854
H 2.2288 3.3252 -0.0394
H 1.9697 -0.5785 -3.3839
H -1.0960 2.0636 -5.9066
H -0.1735 0.7083 -6.5342
H 0.2490 2.3334 -7.0285
H 2.2733 2.9664 -6.0854
H 2.4033 1.2185 -6.3313
H 2.9576 1.9846 -4.8138
C 6.9782 1.3690 0.8741
C 6.1953 0.1343 0.4838
O 6.7777 -1.0521 1.0497
C 6.4474 -1.3194 2.3059
O 5.7172 -0.6825 3.0035
C 7.1164 -2.6333 2.7493
F 8.3919 -2.6817 2.3604
F 6.4698 -3.6716 2.2010
F 7.0696 -2.7569 4.0682
H 8.0261 1.2585 0.5962
H 6.5730 2.2477 0.3727
H 6.9364 1.5351 1.9500
H 6.2278 -0.0151 -0.5938
H 5.1487 0.2112 0.7799
```

=====

2.
Molecular formula: C30H57BBrN4O3S2
Method: DFT, ωB97M-V/def2-TZVPD

Properties
Orbital gap: 6.9 eV
Net charge: -1
HOMO: -5.26 eV
LUMO energy: 1.64 eV

The geometry in XYZ format:
```
98
C30H57BBrN4O3S2 | OMol25 | ωB97M-V/def2-TZVPD
C 3.5258 3.8666 1.4161
O 3.6029 4.3359 0.0756
C 4.5005 3.5600 -0.6950
C 3.8957 2.4027 -1.5276
C 2.5441 1.7845 -1.0943
C 1.6633 1.5526 -2.3434
C 0.5758 0.4979 -2.1247
C 0.8937 -0.8984 -2.6524
C 2.1351 -1.6117 -2.0774
B 1.9050 -2.4876 -0.7280
Br 1.3235 -1.2777 0.9019
C 3.2807 -3.2466 -0.1924
C 4.3380 -3.5628 -1.2504
O 5.1707 -2.4451 -1.5498
C 0.7340 -3.6444 -0.9572
C -0.6568 -3.2561 -0.4568
C -1.7840 -4.0875 -1.0610
S -3.3931 -3.7322 -0.2151
C -3.2967 -1.9951 0.2315
S -2.9198 -1.6362 1.7664
N -3.5771 -0.9913 -0.7361
C -4.8305 -0.2530 -0.4354
C -4.6514 1.2613 -0.4251
O -3.9646 1.7861 -1.5551
C -2.9206 0.9296 -2.0030
C -2.4675 -0.0465 -0.9293
H 2.5007 3.9700 1.7384
H 3.7492 2.8013 1.4639
H 4.1974 4.4336 2.0639
H 4.9563 4.2587 -1.4011
H 5.3241 3.2207 -0.0634
H 3.8408 2.6871 -2.5763
H 4.6304 1.5944 -1.4861
H 1.9176 2.4066 -0.4520
H 2.6728 0.8261 -0.5992
H 1.1439 2.5051 -2.4964
H 2.2504 1.3847 -3.2486
H -0.3041 0.8415 -2.6839
H 0.2902 0.5185 -1.0745
H 0.0198 -1.5536 -2.6123
H 1.0930 -0.7691 -3.7244
H 2.9691 -0.9213 -1.9465
H 2.4522 -2.3089 -2.8599
H 3.7637 -2.5512 0.5068
H 3.0593 -4.1421 0.3944
H 3.8848 -3.9225 -2.1773
H 4.9945 -4.3594 -0.8773
H 4.9392 -1.7423 -0.9361
H 0.9920 -4.5878 -0.4632
H 0.6525 -3.8968 -2.0239
H -0.8807 -2.2256 -0.7248
H -0.7473 -3.3507 0.6223
H -1.6259 -5.1540 -0.9223
H -1.9274 -3.8381 -2.1082
H -5.5640 -0.5152 -1.1999
H -5.2042 -0.5264 0.5501
H -5.6439 1.7086 -0.4253
H -4.1134 1.5785 0.4720
H -3.2861 0.3142 -2.8295
H -2.0529 1.4927 -2.3389
H -2.1471 0.4604 -0.0145
H -1.6115 -0.5737 -1.3440
C -2.6038 1.7791 2.8663
C -1.8506 3.0447 3.2611
C -1.2802 3.7921 2.0510
C -0.3411 2.9474 1.3145
N 0.3566 2.2572 0.7176
H -1.9476 1.0589 2.3749
H -3.0220 1.2888 3.7461
H -3.4276 2.0113 2.1860
H -1.0414 2.7830 3.9463
H -2.5234 3.7153 3.8003
H -0.7626 4.6968 2.3736
H -2.0788 4.0871 1.3741
C -6.4750 5.7419 -1.9596
C -5.4763 4.7272 -2.5050
C -4.7883 3.9128 -1.4050
C -4.0373 4.7843 -0.4968
N -3.4384 5.4635 0.2101
H -5.9839 6.4850 -1.3296
H -6.9623 6.2761 -2.7758
H -7.2501 5.2508 -1.3677
H -4.7215 5.2467 -3.0981
H -5.9907 4.0372 -3.1757
H -4.0976 3.1884 -1.8375
H -5.5243 3.3588 -0.8203
C 4.6063 -7.0016 3.8759
C 3.7067 -6.1060 4.7200
C 3.3053 -4.8164 3.9968
C 4.4815 -4.0161 3.6545
N 5.4094 -3.3955 3.3878
H 5.5488 -6.5069 3.6386
H 4.8441 -7.9210 4.4130
H 4.1189 -7.2744 2.9381
H 4.2175 -5.8576 5.6529
H 2.8003 -6.6529 4.9873
H 2.6511 -4.2119 4.6249
H 2.7660 -5.0432 3.0756
```

=====

3.
Molecular formula: C30H57BCl38F9NO2S
Method: DFT, ωB97M-V/def2-TZVPD

Properties
Orbital gap: 9.6 eV
HOMO: -10.01 eV
LUMO energy: -0.42 eV

The geometry in XYZ format:
```
139
C30H57BCl38F9NO2S | OMol25 | ωB97M-V/def2-TZVPD
C -3.8780 1.2936 2.0852
C -5.3538 1.6163 1.7515
C -5.7922 1.2594 0.3163
C -6.8728 0.1481 0.1862
C -6.1922 -1.1319 -0.3601
C -5.3535 -1.8149 0.7295
B -4.3639 -2.9300 0.2323
C -3.0952 -2.6662 -0.6757
C -2.8692 -1.1947 -1.0688
C -3.1515 -0.8602 -2.5354
F -4.0672 -1.7500 -2.9929
F -3.7340 0.3375 -2.6499
C -1.9314 -1.0313 -3.4687
F -1.2485 -2.0937 -3.1366
F -2.3754 -1.2474 -4.6926
S -0.7770 0.4608 -3.5804
F -1.8613 1.3177 -4.2987
F -1.1737 0.9810 -2.1644
F 0.4223 -0.3707 -2.9635
F -0.2825 -0.0368 -5.0053
F 0.2158 1.6817 -3.7073
C -4.6372 -4.4307 0.7344
O -6.0390 -4.7840 0.7173
N -6.4805 -5.0920 -0.5940
O -6.1181 -6.1406 -0.9489
H -3.3971 2.0720 2.6679
H -3.8461 0.3514 2.6310
H -3.3461 1.1022 1.1546
H -6.0353 1.1394 2.4530
H -5.4890 2.6879 1.8911
H -6.2390 2.1615 -0.0969
H -4.9537 1.0280 -0.3333
H -7.4002 -0.0593 1.1160
H -7.5454 0.4715 -0.6074
H -5.5732 -0.7975 -1.1873
H -6.9543 -1.7994 -0.7626
H -4.7723 -1.1073 1.3303
H -6.0641 -2.2660 1.4251
H -2.2462 -2.9536 -0.0422
H -3.0599 -3.3579 -1.5145
H -3.4269 -0.4839 -0.4701
H -1.8175 -0.9680 -0.8911
H -4.3585 -4.4342 1.7913
H -4.0058 -5.1821 0.2541
C 3.0906 2.7546 -4.3297
Cl 3.9923 1.4091 -3.6192
Cl 3.8059 4.3142 -3.9047
H 3.0948 2.6493 -5.4085
H 2.0790 2.7228 -3.9553
C 4.7013 -1.6822 -1.7023
Cl 4.5511 -1.8410 0.0504
Cl 6.0999 -0.6951 -2.1518
H 4.8186 -2.6692 -2.1345
H 3.8055 -1.2076 -2.0884
C -4.1274 4.8972 -0.2295
Cl -4.3307 3.7855 -1.5912
Cl -5.5112 4.8432 0.8812
H -3.2355 4.6210 0.3126
H -4.0336 5.9039 -0.6157
C -0.1446 5.4270 0.2889
Cl -1.2289 5.9060 -1.0321
Cl -0.9218 4.3183 1.4271
H 0.7171 4.9215 -0.1391
H 0.1665 6.3164 0.8260
C -1.4253 -4.0478 -6.0907
Cl -2.1532 -4.9270 -4.7407
Cl -0.3326 -5.0748 -7.0313
H -2.2143 -3.6928 -6.7434
H -0.8589 -3.2110 -5.6988
C 9.5853 -1.0583 -3.8132
Cl 10.4519 -2.4233 -3.1029
Cl 10.3188 0.4864 -3.3612
H 9.6095 -1.1525 -4.8927
H 8.5621 -1.0722 -3.4579
C 10.9855 3.1372 -0.9907
Cl 10.8316 2.9816 0.7632
Cl 12.3741 4.1365 -1.4359
H 11.1153 2.1496 -1.4174
H 10.0849 3.5972 -1.3810
C 1.9604 -2.4272 -8.5257
Cl 1.0215 -1.5030 -7.3456
Cl 1.0003 -2.8313 -9.9528
H 2.8110 -1.8309 -8.8352
H 2.2950 -3.3468 -8.0580
C -6.0645 5.7275 4.8866
Cl -7.7531 5.2045 4.8063
Cl -4.9707 4.4916 4.2495
H -5.9509 6.6286 4.2974
H -5.7993 5.9199 5.9243
C -6.4829 -6.9784 2.7181
Cl -7.8890 -6.5938 3.7190
Cl -6.1554 -8.7161 2.6880
H -6.6713 -6.6402 1.7063
H -5.6176 -6.4686 3.1256
C 13.7025 -4.8020 -3.6655
Cl 13.0320 -4.6438 -5.2923
Cl 14.2025 -6.4675 -3.3257
H 14.5688 -4.1548 -3.5816
H 12.9469 -4.5125 -2.9412
C 14.0615 -4.5689 -0.0236
Cl 12.7943 -3.5271 -0.6874
Cl 15.3103 -3.6273 0.8005
H 13.6127 -5.2523 0.6877
H 14.5207 -5.1236 -0.8341
C -4.6537 8.8081 7.0568
Cl -5.5383 9.1465 5.5659
Cl -4.2596 7.0909 7.2350
H -3.7290 9.3729 7.0462
H -5.2670 9.1070 7.8995
C -3.9481 6.0995 10.8430
Cl -4.6222 7.7178 10.6333
Cl -4.9271 5.1237 11.9449
H -3.9184 5.6097 9.8756
H -2.9481 6.1890 11.2512
C 2.5935 -7.1006 -6.7028
Cl 3.4777 -8.4199 -5.9307
Cl 3.3599 -5.5350 -6.3969
H 2.5724 -7.2734 -7.7728
H 1.5852 -7.0753 -6.3061
C -10.0302 -1.5787 2.1119
Cl -9.0845 -2.9698 2.6524
Cl -9.1954 -0.0601 2.4585
H -10.1761 -1.6560 1.0402
H -10.9866 -1.5800 2.6214
C 17.1294 -1.4087 2.8245
Cl 16.9673 -1.5702 4.5768
Cl 18.5302 -0.4240 2.3872
H 17.2510 -2.3958 2.3946
H 16.2351 -0.9374 2.4331
C -8.1541 5.1506 9.9641
Cl -7.0289 5.4047 8.6241
Cl -9.6673 4.4199 9.4179
H -7.6877 4.4917 10.6869
H -8.3731 6.1099 10.4186
C 2.7584 2.0603 0.3936
Cl 2.4251 3.7533 0.7969
Cl 1.5832 0.9720 1.1368
H 2.7100 1.9451 -0.6833
H 3.7487 1.8063 0.7530
```

=====

4.
Molecular formula: C30H57BN2O4P2S3SbTi
Method: DFT, ωB97M-V/def2-TZVPD

Properties
Orbital gap (spin up / spin down): 5.2 / 5.2 eV
Energy above the lowest of the compared OMol25 structures with the same formula, charge and spin: 0.236 eV
Net charge: -2
HOMO (spin up / spin down): -1.04 / -1.06 eV
LUMO energy (spin up / spin down): 4.14 / 4.14 eV
Spin multiplicity: 2

The geometry in XYZ format:
```
101
C30H57BN2O4P2S3SbTi | OMol25 | ωB97M-V/def2-TZVPD
Ti 1.1772 1.2335 -1.0597
C 0.8236 4.8395 -1.9615
C 0.3210 5.0308 -0.5247
C -0.8810 5.9786 -0.5802
C 1.4758 5.6617 0.2622
P -0.0250 3.3049 0.1592
C -1.7716 2.9678 -0.3597
N -1.9952 1.5422 -0.2658
B -0.9714 0.4926 -0.4037
N -1.7881 -0.7283 -0.2686
C -1.3935 -2.1011 -0.5313
P 0.0703 -2.7714 0.4122
C -0.5197 -2.6931 2.2060
C 0.3127 -3.6681 3.0421
C -2.0094 -2.9053 2.4806
C -0.1740 -1.2697 2.6612
C -0.0647 -4.5888 -0.1379
C -1.2367 -5.4114 0.3950
C -0.1296 -4.6028 -1.6723
C 1.2528 -5.2737 0.2503
C -3.1283 -0.4052 -0.1251
C -4.2616 -1.1936 -0.0020
C -5.5085 -0.5754 0.1432
C -5.6221 0.8052 0.1548
C -4.4892 1.6125 0.0160
C -3.2513 1.0065 -0.1206
C -0.2608 3.4740 2.0404
C -1.0528 4.6982 2.5064
C -1.0134 2.2293 2.5221
C 1.0932 3.4539 2.7582
H 1.0833 5.8215 -2.3727
H 1.7161 4.2111 -1.9868
H 0.0783 4.3723 -2.6048
H -0.5688 6.9033 -1.0782
H -1.6945 5.5536 -1.1708
H -1.2706 6.2475 0.3979
H 1.8318 6.5396 -0.2868
H 1.1798 5.9922 1.2582
H 2.3090 4.9612 0.3603
H -2.4814 3.5114 0.2735
H -1.8904 3.3144 -1.3920
H -2.2529 -2.7578 -0.3788
H -1.0949 -2.1913 -1.5765
H 0.0594 -4.7122 2.8479
H 1.3804 -3.5333 2.8509
H 0.1350 -3.4732 4.1056
H -2.3446 -3.9186 2.2706
H -2.2090 -2.7045 3.5406
H -2.6199 -2.2091 1.9035
H 0.8404 -0.9760 2.3786
H -0.8594 -0.5600 2.2049
H -0.2791 -1.1971 3.7504
H -2.1981 -4.9374 0.1861
H -1.2377 -6.3893 -0.1013
H -1.1675 -5.5904 1.4690
H -1.1226 -4.3405 -2.0422
H 0.5943 -3.9121 -2.1050
H 0.0983 -5.6151 -2.0248
H 1.4414 -5.2455 1.3249
H 1.2199 -6.3255 -0.0581
H 2.0864 -4.7960 -0.2652
H -4.1991 -2.2744 -0.0235
H -6.3960 -1.1902 0.2384
H -6.5975 1.2658 0.2587
H -4.5808 2.6916 -0.0027
H -2.0180 4.7903 2.0054
H -1.2516 4.5824 3.5779
H -0.5025 5.6288 2.3772
H -2.0492 2.1927 2.1819
H -0.5073 1.3306 2.1809
H -1.0155 2.2306 3.6182
H 1.7792 4.2295 2.4288
H 0.9163 3.5780 3.8333
H 1.5937 2.5029 2.5987
C -0.1876 -1.7271 -4.0065
O 0.9194 -1.8847 -3.1431
C 2.0143 -2.4813 -3.8094
C 3.2540 -2.2944 -2.9788
O 3.1875 -3.0613 -1.7776
C 3.7757 -2.3813 -0.6892
H -0.5967 -2.7107 -4.2938
H 0.0993 -1.1661 -4.9008
H -0.9419 -1.1510 -3.4723
H 2.1706 -1.9864 -4.7746
H 1.8143 -3.5544 -3.9788
H 3.3486 -1.2285 -2.7532
H 4.1343 -2.6018 -3.5595
H 4.8483 -2.2088 -0.8592
H 3.6517 -3.0059 0.1966
H 3.2900 -1.4188 -0.5071
S 2.1387 0.5060 -5.9136
Sb 1.9607 2.1350 -4.2781
S 3.2731 1.4081 -2.3420
S -0.1292 1.6572 -2.9919
C 4.3064 0.3600 1.6758
C 3.3064 1.3510 1.1005
O 3.5484 2.5501 1.1154
O 2.2339 0.8012 0.6237
H 4.9618 0.8537 2.3910
H 4.9094 -0.0161 0.8456
H 3.7958 -0.4886 2.1312
```

=====

What are the calculated total energy values for these records? In order: -136389.8259 -136525.4389 -549435.8424 -124625.0387 eV.